# 1
Molecular formula: C44H124N8O20
Method: DFT, wB97M-V/def2-TZVPD

The geometry in ORCA input format:
```
! wB97M-V def2-TZVPD RIJCOSX def2/J DEFGRID3
* xyz 0 1
C -5.07877 2.78824 2.81327
C -3.52340 2.69711 3.02709
C -2.89508 2.95436 1.67718
O -1.41649 2.88319 1.77813
C -0.91064 3.22445 0.52388
N -2.98558 3.68764 3.94707
H -5.37810 1.93232 2.10472
H -5.38090 3.77523 2.42332
H -5.57033 2.56091 3.76192
H -3.40957 1.65127 3.28393
H -3.12330 3.96678 1.29078
H -3.11740 2.21105 1.00264
H 0.08655 2.87431 0.35643
H -1.03641 4.30197 0.37615
H -1.53527 2.71768 -0.27201
H -1.97986 3.82734 3.98671
H -3.38952 3.65379 4.84811
C -5.73782 -2.21347 -2.65368
C -4.87358 -0.98113 -2.34176
C -3.64204 -1.44639 -1.59810
O -2.86943 -2.29039 -2.46636
C -2.22232 -3.39712 -1.89984
N -4.56817 -0.31176 -3.62531
H -5.92650 -2.82251 -1.75959
H -5.17666 -2.78513 -3.43525
H -6.71985 -2.05786 -3.12893
H -5.49853 -0.26342 -1.71607
H -3.86573 -1.96011 -0.64678
H -3.01359 -0.57634 -1.40927
H -1.47290 -3.65107 -2.61308
H -2.96017 -4.17898 -1.81471
H -1.68129 -3.12643 -0.99668
H -3.91284 0.43021 -3.48568
H -4.15151 -0.99009 -4.27124
C 1.71433 -0.00059 4.33898
C 1.47150 -0.85735 5.61054
C 0.03632 -0.91770 5.89642
O -0.14230 -1.78433 7.03084
C -1.40524 -1.67336 7.59996
N 2.07824 -2.17796 5.47741
H 2.77805 0.10487 4.15706
H 1.22174 0.99714 4.44213
H 1.25911 -0.58120 3.51341
H 1.90868 -0.32456 6.50430
H -0.53333 -1.12614 4.92744
H -0.32022 0.11176 6.11213
H -1.52815 -0.64873 8.00572
H -1.44450 -2.39847 8.43179
H -2.15744 -1.87796 6.85356
H 1.93684 -2.76139 6.27414
H 1.57854 -2.61038 4.68549
C 2.39307 1.26438 -6.80928
C 1.44327 2.30691 -6.14069
C 2.17849 3.45094 -5.43581
O 2.36590 3.12046 -4.04533
C 2.57449 4.23096 -3.22371
N 0.53169 2.86348 -7.15812
H 1.77735 0.42658 -7.00760
H 3.27460 1.05048 -6.18687
H 2.83579 1.49789 -7.77364
H 0.87565 1.87292 -5.30934
H 1.55404 4.36923 -5.43682
H 3.12907 3.75710 -5.95291
H 1.65709 4.86234 -3.00771
H 3.42949 4.82827 -3.59496
H 2.79957 3.90747 -2.14499
H -0.39844 2.46143 -7.23166
H 0.98578 2.91592 -8.03722
C -1.56792 -4.57286 3.67180
C -1.33474 -5.20669 2.32042
C -2.70958 -5.50307 1.63881
O -3.58361 -6.14123 2.60152
C -4.74537 -6.61502 1.99656
N -0.60240 -4.19517 1.46063
H -0.63325 -4.13818 4.02400
H -1.92619 -5.41420 4.35885
H -2.37695 -3.84151 3.54744
H -0.71577 -6.10300 2.36944
H -2.70213 -6.05643 0.71965
H -3.10792 -4.50403 1.44254
H -5.45909 -6.78441 2.82026
H -4.56392 -7.57907 1.52495
H -5.15671 -5.89874 1.26917
H -1.15844 -3.40980 1.16596
H -0.32399 -4.76390 0.69488
C -0.77933 3.36920 -3.53866
C -2.03147 3.40133 -4.40953
C -3.26608 3.71001 -3.59006
O -3.56973 2.60713 -2.73164
C -4.76828 2.85469 -1.96637
N -1.84450 4.36823 -5.52911
H -0.75719 4.25319 -2.88156
H 0.10782 3.42121 -4.20729
H -0.71179 2.45878 -2.94070
H -2.20747 2.40457 -4.86204
H -4.10725 3.98129 -4.26119
H -3.11536 4.60855 -2.97654
H -5.56223 3.02656 -2.63882
H -4.72170 3.65522 -1.24726
H -5.00635 1.94161 -1.45663
H -0.96445 4.14584 -6.05724
H -2.67878 4.35820 -6.10134
C 2.17669 4.79900 1.39398
C 2.87395 4.91073 2.74762
C 2.57618 3.67173 3.57217
O 3.20304 3.85907 4.83877
C 3.14730 2.69221 5.67801
N 4.28555 5.23422 2.46043
H 2.16907 5.77623 0.92557
H 1.12782 4.47351 1.52852
H 2.74618 4.08702 0.75761
H 2.32652 5.77059 3.29188
H 2.93101 2.73756 3.08152
H 1.48110 3.58777 3.63947
H 3.63134 3.02060 6.61447
H 3.61630 1.77255 5.24156
H 2.13696 2.37142 5.96904
H 4.73818 4.77405 3.22187
H 4.67164 4.78286 1.61343
C 1.67354 1.01230 -1.24080
C 1.01525 0.13266 -0.15160
C -0.37432 -0.38604 -0.54239
O -0.87839 -1.34623 0.36734
C -1.49515 -0.66339 1.47361
N 1.95807 -0.96458 0.04666
H 1.70404 0.38178 -2.12656
H 2.69146 1.35032 -0.86180
H 1.07489 1.91021 -1.45711
H 0.92010 0.75799 0.82200
H -0.24246 -0.81429 -1.54486
H -1.06927 0.41807 -0.81530
H -0.81473 0.08771 1.89957
H -1.67183 -1.49374 2.12771
H -2.40772 -0.19398 1.18326
H 1.88111 -1.61365 -0.68447
H 1.85408 -1.49534 0.91926
C 2.67162 -2.57408 -2.98489
C 3.61642 -3.49116 -2.29304
O 2.98708 -4.77867 -2.27209
O 1.38117 -2.82969 -2.44987
H 2.65141 -2.83963 -4.01976
H 2.97755 -1.49808 -2.84651
H 3.71088 -3.06559 -1.28057
H 4.56895 -3.47211 -2.84105
H 2.03467 -4.60117 -2.23655
H 0.68756 -2.38714 -2.97483
C -0.41994 -1.75890 -5.27915
C -0.83626 -0.42958 -5.70750
O -2.26275 -0.41016 -5.60725
O -0.69500 -1.88696 -3.92325
H 0.65230 -1.91184 -5.32109
H -0.86760 -2.53164 -5.89681
H -0.54444 -0.30634 -6.76804
H -0.43203 0.43138 -5.15268
H -2.60136 0.48824 -5.56766
H -1.64787 -1.81559 -3.71233
C 6.09429 -1.29338 -0.26260
C 5.60679 -0.60988 0.96902
O 4.68045 0.40099 0.54709
O 6.82367 -0.42725 -1.13637
H 5.19698 -1.70157 -0.72316
H 6.79962 -2.05877 -0.02301
H 6.43362 -0.08770 1.49131
H 5.08942 -1.32627 1.60650
H 3.85965 -0.03565 0.33178
H 6.22181 0.28276 -1.37888
C 2.65622 -3.77860 2.69318
C 2.82211 -4.54681 1.44145
O 4.11312 -5.09334 1.40181
O 1.51112 -2.90123 2.58527
H 3.57017 -3.11635 2.78997
H 2.58776 -4.46336 3.58447
H 2.57773 -3.88093 0.58384
H 2.05104 -5.30734 1.43115
H 4.29318 -5.41140 0.50557
H 0.75891 -3.39466 2.11790
C -4.69462 -2.05319 4.37691
C -5.02787 -2.76245 3.01948
O -4.41378 -2.09618 1.91155
O -5.33072 -0.76248 4.32493
H -3.65992 -1.95731 4.52107
H -5.07975 -2.62635 5.21602
H -6.11682 -2.87745 2.92934
H -4.61482 -3.79299 3.07343
H -4.62533 -1.16896 1.84340
H -6.30836 -0.99469 4.31006
C 6.15540 3.07017 -1.99934
C 6.19228 3.17137 -0.46140
O 4.88711 2.99665 0.17077
O 5.64733 1.88619 -2.49169
H 7.16261 3.12994 -2.38273
H 5.58362 3.97385 -2.37351
H 6.58978 4.12112 -0.12376
H 6.84770 2.29481 -0.15898
H 4.80423 2.05900 0.51854
H 4.69444 1.82311 -2.29845
*
```

Values from the calculation:
Highest occupied orbital energy = -8.64 eV
Electronic energy = -100502.0670 eV
Largest force on an atom = 3.43 eV Å⁻¹
Kohn-Sham gap = 0.3248 Ha
E_LUMO = 0.2 eV
Energy above the lowest of the compared OMol25 structures with the same formula, charge and spin = 83.67 kJ/mol

***

# 2
Molecular formula: C44H128N6O23
Method: DFT, wB97M-V/def2-TZVPD

The geometry in ORCA input format:
```
! wB97M-V def2-TZVPD RIJCOSX def2/J DEFGRID3
* xyz -1 2
C -3.14837 3.93363 3.56336
O -3.74026 3.78498 4.88354
C -3.49758 2.58862 5.53942
C -4.86107 1.98926 6.02951
N -4.71539 0.90543 7.00517
C -5.93475 0.28648 7.45918
C -6.58594 -0.63475 6.30918
O -5.64031 -1.58969 5.83275
C -5.28922 -2.58748 6.64764
H -3.17605 4.99181 3.30340
H -3.63238 3.37787 2.76026
H -2.09337 3.68429 3.67690
H -2.84249 2.75724 6.39412
H -2.86970 1.93283 4.93625
H -5.40920 1.66713 5.14413
H -5.46283 2.72449 6.56375
H -4.27733 1.23347 7.85404
H -6.61676 1.07099 7.78708
H -5.78326 -0.27767 8.37944
H -6.92135 -0.01690 5.47620
H -7.38977 -1.21501 6.76222
H -5.00355 -3.42989 6.01771
H -6.03142 -2.94006 7.36383
H -4.39955 -2.41584 7.25355
C -0.86410 8.48165 -7.08212
O -1.47458 7.24318 -6.85752
C -2.75790 7.13907 -6.29482
C -2.99097 7.43129 -4.77028
N -2.21387 6.33291 -4.17165
C -2.09124 6.38015 -2.67428
C -3.49683 6.12710 -1.93804
O -3.41217 5.96225 -0.54250
C -2.16398 5.44031 0.08037
H -0.46355 8.83340 -6.13137
H -1.63894 9.11798 -7.50968
H -0.02294 8.37373 -7.76689
H -2.98769 6.07995 -6.41125
H -3.40491 7.67056 -6.99266
H -4.06950 7.36411 -4.62757
H -2.64208 8.42435 -4.48708
H -1.30643 6.27407 -4.61118
H -1.61456 7.32803 -2.42448
H -1.41449 5.53440 -2.55259
H -3.78418 5.16893 -2.37099
H -4.07066 7.01839 -2.19187
H -2.14186 5.52552 1.16681
H -1.35601 6.07504 -0.28349
H -1.96167 4.37880 -0.06238
C 2.16798 -0.58596 -5.88088
O 0.80049 -0.63358 -6.28216
C 0.42108 -1.86117 -6.94627
C -1.12108 -1.86960 -7.09036
N -1.89540 -1.97202 -5.83184
C -3.38845 -2.22779 -5.98336
C -4.05439 -2.34463 -4.60001
O -4.13878 -0.97711 -4.16195
C -4.79681 -0.84574 -2.90077
H 2.38686 -1.46923 -5.28086
H 2.42461 0.21261 -5.18479
H 2.90147 -0.64435 -6.68504
H 0.85105 -2.79860 -6.59350
H 0.64776 -1.74393 -8.00597
H -1.42033 -2.69853 -7.73177
H -1.38788 -0.94570 -7.60352
H -1.64573 -1.21011 -5.21762
H -3.46777 -3.07684 -6.66226
H -3.84600 -1.44926 -6.59379
H -3.53756 -3.02178 -3.91997
H -5.01191 -2.81633 -4.82084
H -4.89978 0.20847 -2.64361
H -4.07393 -1.30532 -2.22673
H -5.78771 -1.29208 -2.98446
C 3.20622 0.90301 3.58069
O 1.72888 0.79143 3.40629
C 1.23967 1.63556 2.30496
C -0.37770 1.61710 2.33670
N -0.68090 0.34118 1.62529
C -0.99988 0.64267 0.18986
C -1.52774 -0.62688 -0.53246
O -0.44675 -1.38289 -1.14249
C -0.75462 -2.27069 -2.14764
H 3.63951 1.89653 3.69591
H 3.68231 0.40414 2.73655
H 3.50784 0.45402 4.52701
H 1.62935 1.43308 1.30734
H 1.39659 2.68608 2.54967
H -0.56151 2.52785 1.76673
H -0.79901 1.51155 3.33642
H 0.05270 -0.34723 1.71484
H -0.20655 1.10866 -0.39459
H -1.73996 1.43587 0.29572
H -2.20432 -0.35037 -1.34108
H -2.16492 -1.20875 0.13352
H -1.54447 -3.00678 -1.99787
H -0.03359 -3.08537 -2.08039
H -0.87972 -1.71483 -3.07687
C 6.87238 0.51712 1.76905
O 6.22354 -0.67287 1.19904
C 7.05735 -1.47899 0.51181
C 6.20404 -2.16086 -0.61808
N 5.22957 -3.05033 -0.11628
C 5.82803 -4.32231 0.29097
C 5.06953 -4.77408 1.57124
O 5.08437 -3.67440 2.55743
C 4.31909 -4.11017 3.65423
H 7.57924 0.17011 2.52273
H 6.14679 1.13025 2.30355
H 7.40679 1.12202 1.03651
H 7.48641 -2.23095 1.17405
H 7.79811 -0.94594 -0.08420
H 6.99558 -2.58751 -1.23415
H 5.59248 -1.37761 -1.06596
H 4.97397 -2.62294 0.76241
H 6.84318 -4.25551 0.68226
H 5.80012 -5.06243 -0.50875
H 5.67351 -5.59707 1.95333
H 4.09349 -5.11914 1.23010
H 3.35824 -4.44122 3.26018
H 4.13699 -3.21921 4.25516
H 4.78250 -4.96892 4.13993
C -5.30615 1.61665 0.13730
O -4.41050 1.09250 1.20817
C -5.01750 0.04262 1.97696
C -4.19490 -0.76130 2.99781
N -3.22581 -1.70097 2.55115
C -2.57511 -2.43281 3.63419
C -1.51303 -3.47964 3.10931
O -0.32775 -2.75522 2.66473
C 0.60922 -3.67650 2.07268
H -6.02066 0.93674 -0.32670
H -4.77887 2.17306 -0.63761
H -6.03294 2.32668 0.53193
H -5.49788 -0.62167 1.25858
H -5.73291 0.55293 2.62184
H -4.93600 -1.33727 3.55200
H -3.59590 -0.10308 3.62713
H -2.52155 -1.08699 2.16755
H -3.27187 -2.97606 4.27255
H -2.12048 -1.61355 4.19116
H -2.00023 -4.19695 2.44885
H -1.26920 -4.13671 3.94411
H 0.03743 -3.97996 1.19571
H 0.86074 -4.54241 2.68509
H 1.52893 -3.24871 1.67364
O -0.62781 -4.39706 -4.74323
H -1.13976 -3.66304 -5.08287
H 0.14877 -4.42696 -5.30205
O 4.63298 1.72007 0.09768
H 4.49106 0.91879 0.60170
H 5.43538 1.55353 -0.39693
O -0.19605 1.37322 -3.36903
H 0.56082 0.87176 -3.06584
H 0.02670 1.62576 -4.26504
O 2.54501 1.85617 -1.47290
H 2.04830 1.04071 -1.54031
H 3.19894 1.68356 -0.79553
O 0.45907 3.66071 -2.01582
H 0.02836 3.00053 -2.55885
H 1.26411 3.23773 -1.71710
O 1.58994 -0.49655 -2.34224
H 2.24806 -1.18804 -2.27187
H 0.76097 -0.93343 -2.14682
O 1.30147 -1.50577 4.67185
H 0.85267 -2.12806 4.09952
H 1.20469 -0.66156 4.23120
C 1.93659 5.13276 0.96775
C 2.35445 5.94118 -0.24549
O 1.44108 6.23399 -1.19474
H 1.56579 4.11156 0.87964
H 1.08731 5.65679 1.40618
H 2.80844 5.17735 1.62043
H 3.13265 5.35881 -0.73879
H 2.69114 6.86098 0.23274
H 0.89168 5.46611 -1.36831
C 3.62684 -3.88819 -3.48575
C 2.64289 -4.06230 -2.35507
O 2.43608 -3.02281 -1.34444
H 3.68224 -4.73934 -4.16441
H 4.67279 -3.86700 -3.17975
H 3.47429 -2.92642 -3.97548
H 2.80820 -4.94668 -1.73973
H 1.71867 -4.06471 -2.93292
H 3.16865 -3.00320 -0.72431
C 6.02312 -0.59327 6.13091
C 6.91150 -1.50695 5.31327
O 8.27257 -1.23218 5.70340
H 6.30952 -0.50202 7.17865
H 5.02555 -1.03118 6.16517
H 5.99194 0.39002 5.66158
H 6.78654 -1.42528 4.23354
H 6.62491 -2.54237 5.49734
H 8.42168 -1.83598 6.43469
C 0.58025 -7.44424 -3.72565
C -0.29705 -7.30352 -2.41767
O -1.28685 -6.34943 -2.50486
H 1.23928 -6.57604 -3.72554
H -0.04501 -7.12951 -4.56117
H 1.11643 -8.39323 -3.72041
H 0.40665 -7.03942 -1.62826
H -0.79082 -8.27129 -2.32981
H -1.12781 -5.68525 -3.17952
*
```

Values from the calculation:
Highest occupied orbital energy (alpha / beta) = 0.55 / -6.61 eV
Electronic energy = -103722.2938 eV
Largest force on an atom = 4.87 eV Å⁻¹
⟨S²⟩ = 0.751
Kohn-Sham gap (alpha / beta) = 0.0566 / 0.3191 Ha
E_LUMO (alpha / beta) = 2.1 / 2.1 eV

***

Q: Among the records above, which one has the highest largest force on an atom?
A: C44H128N6O23